# 1
This record from the OMol25 dataset describes a cluster of 2 separate species, C3H10N2 in total. The level of theory is ωB97M-V/def2-TZVPD.

Values from the calculation:
SMILES: C=NC.CN
Energy above the lowest of the compared OMol25 structures with the same formula, charge and spin (eV): 1.502
Gap between HOMO and LUMO (eV): 10.564
HOMO (eV): -9.487
2S+1: 1

CARTESIAN COORDINATES (ANGSTROEM)
C: 0.59070 1.40597 0.09629
N: 1.48323 0.93838 0.84651
C: 2.86658 1.16678 0.42348
H: -0.42673 1.44593 0.41944
H: 0.81211 1.90593 -0.84984
H: 3.53861 0.74476 1.17008
H: 3.06526 0.75363 -0.56317
H: 3.10869 2.22715 0.41552
C: -2.20416 -1.13917 -1.10431
N: -2.33137 -2.04282 0.03408
H: -1.75719 -1.65588 -1.95287
H: -3.14640 -0.71059 -1.43198
H: -1.53742 -0.30130 -0.89731
H: -2.74324 -1.54154 0.81730
H: -3.08170 -2.69217 -0.19407

=====

# 2
This record from the OMol25 dataset describes a cluster of 2 separate species, C4H8N2O3 in total in a non-equilibrium geometry. The level of theory is ωB97M-V/def2-TZVPD.

Values from the calculation:
SMILES: C/C=N/C(=O)O.NC=O
Energy above the lowest of the compared OMol25 structures with the same formula, charge and spin (eV): 3.401
Gap between HOMO and LUMO (eV): 8.669
HOMO (eV): -8.537
2S+1: 1

CARTESIAN COORDINATES (ANGSTROEM)
C: 0.24918 2.08133 1.92850
C: 0.23504 1.80084 0.47178
N: 0.46896 0.64997 0.02148
C: 0.15797 0.07919 -1.28570
O: -0.73905 0.48761 -1.99491
O: 1.29560 -0.47296 -1.81077
H: 0.37300 1.16005 2.48609
H: 1.06237 2.76615 2.16199
H: -0.68174 2.56728 2.21664
H: 0.01142 2.62472 -0.21812
H: 1.11097 -0.68530 -2.73712
N: -0.26895 -2.67611 -0.63611
C: -0.85749 -1.62531 0.04121
O: -0.37322 -1.14482 1.09627
H: 0.73814 -2.61862 -0.71993
H: -0.84736 -3.47154 -0.86312
H: -1.93484 -1.52247 -0.15820